Entry 1:
Here is a structure of composition C30H46BrCuN3P2Se at a distorted geometry from the Open Molecules 2025 dataset. Energies are from wB97M-V/def2-TZVPD.

```
84
Properties=species:S:1:pos:R:3:forces:R:3
C -2.4041 -1.0096 -3.4526 0.3196 0.5254 -0.0724
H -0.8760 5.9463 -1.1010 0.1394 -0.1144 0.0152
H 1.7947 4.2347 -5.6760 0.0008 0.0319 -0.1112
C 5.8831 -2.3617 -5.7404 0.1982 0.8069 -0.0388
C 3.2744 2.4066 -0.9282 0.9400 -1.3270 -2.0188
C -2.5537 -0.2736 -0.6524 0.5527 0.3265 -0.1159
C -0.0517 -1.2727 2.2913 -0.5685 0.3911 2.2550
Cu 2.5507 0.4547 -5.6604 -1.6681 0.8398 -0.9376
H 1.2520 1.8132 -1.3170 -0.3224 0.2961 0.1929
H -3.8462 -3.2651 -2.6342 0.1178 -0.0301 0.2504
N 0.5569 -0.4718 3.2238 -0.7674 -0.2456 -0.3668
H -1.9973 1.7544 -2.5562 -0.0820 -0.0035 -0.3632
H 0.7186 2.3698 -4.2895 0.1687 -0.1725 -0.1146
H -2.0553 -1.5068 4.8651 -0.1762 -0.0479 0.2152
H -4.2435 0.6189 -1.7329 0.1494 -0.2191 0.1270
C 3.9200 0.0981 -4.3883 1.7617 -2.5978 -1.9618
H 1.7215 0.1835 -3.0232 0.7973 0.9528 0.1214
H -4.5639 -1.0283 -1.1556 0.1650 0.2234 0.0249
H 7.8040 -3.3288 -5.9386 -0.0341 0.1861 -0.3570
C 5.1096 -1.2835 -6.2248 0.1864 -1.0341 -1.2311
H -4.5262 0.3229 -0.0217 0.1175 -0.0829 -0.2381
H 2.3901 -0.2979 2.2516 -0.1356 0.0571 0.1968
H 5.5405 -2.9298 -4.8719 0.3629 0.2712 -0.1940
C 0.6615 3.4305 -4.0113 0.5141 -0.1631 -0.1122
H -2.3790 -0.7391 0.3310 -0.0162 0.0819 -0.2655
C 7.1322 -2.5809 -6.3615 -1.4463 0.2556 0.0198
H 5.4127 2.4228 -0.6303 0.2320 0.3622 -0.0987
P -1.4807 -1.2233 -1.8533 -1.7131 -0.8015 0.4557
C 5.4247 -0.7125 -7.4720 0.6923 0.2771 0.5551
H -2.5127 -3.3087 3.2042 0.1044 0.0589 -0.1169
H -4.2061 2.1478 -3.8608 0.1346 0.1067 0.1035
H -1.9990 -2.9365 -4.3896 0.0609 0.0696 -0.0822
H 1.4467 3.6193 -3.2753 0.1539 0.0020 -0.1808
C -3.5176 2.9529 -3.5718 -0.1516 -0.0191 -0.0971
H -2.3304 0.0512 -3.7279 -0.1014 -0.4256 0.0749
C -1.8313 -1.8730 -4.5726 -0.1539 0.0966 -0.0984
H 0.8101 5.3880 -1.1368 -0.1408 0.0380 0.0188
H -0.1824 5.1191 0.3051 0.0464 0.0194 -0.1824
H -2.0689 0.7147 -0.6027 -0.1973 -0.1536 0.2116
H -0.7562 -1.7073 -4.6893 -0.0127 -0.0709 0.0197
C 2.5265 0.8872 -2.6789 -0.1005 0.4306 0.4668
C -1.9799 -2.9974 -1.4897 0.7521 0.0293 -0.0145
H 4.7584 0.0298 -7.9250 0.4149 -0.2063 0.1635
H -1.6334 3.5235 -0.8892 0.1952 0.0721 -0.3350
H -4.0906 -3.0605 -0.8847 0.1466 -0.0327 -0.1722
C -1.2487 -1.2449 4.2154 0.2380 -0.3581 -0.9703
C 3.8414 0.8184 -3.1752 -0.9649 0.2558 0.5857
C 6.7010 -0.9873 -7.9999 -0.9711 -0.4832 0.4746
H 1.6469 1.2553 2.6611 -0.1980 -0.1725 0.0320
C 2.2592 1.8090 -1.6711 0.0680 -1.5899 0.2539
H 0.0473 4.1664 -5.9862 0.0834 0.0066 0.1713
C -0.1997 5.1436 -0.7910 -0.0752 -0.0522 -0.0142
H -1.7601 1.9081 -4.3249 -0.1755 -0.0656 0.0784
H 0.0474 3.0128 -1.0683 -0.3470 0.1903 0.2108
C 0.8086 4.3604 -5.2220 0.2307 -0.0588 -0.1146
H -3.8933 3.3936 -2.6389 0.1442 -0.0627 -0.1935
H -3.4454 -4.5733 -1.5161 0.0148 0.3401 -0.0661
H -1.3326 -3.5973 -2.1494 -0.0926 0.0699 0.2158
C -0.1774 -0.4361 4.3884 0.4805 0.0175 -0.5921
C 4.8915 1.4587 -2.4950 -0.4910 -0.0544 0.9652
H -3.5669 3.7260 -4.3487 0.0242 -0.1700 0.2073
Br 2.8052 3.4251 0.4985 -0.0985 0.8462 1.2633
C -2.0463 -2.7561 2.3862 -0.6744 -0.6053 -0.1850
H -1.6138 -3.1881 -0.4693 -0.1342 -0.0353 -0.3634
H 7.0401 -0.4434 -8.8872 0.0475 -0.4161 0.2815
H 0.1333 0.1517 5.2307 0.0326 0.0166 0.1053
H 2.3623 0.2598 3.9405 -0.1176 -0.0679 -0.1544
N -1.1487 -1.7758 2.9456 0.5951 0.5424 -0.2258
C -0.6678 3.7953 -1.3488 0.3264 -0.3136 0.0890
H -2.3105 -1.6049 -5.5194 0.0584 -0.1640 0.0961
P -0.8934 3.7955 -3.1898 -1.7278 2.0171 0.7009
H 5.9212 1.3091 -2.7815 0.0233 0.0615 -0.2132
C -4.0458 -0.0924 -0.9200 -0.3463 0.0802 0.0770
C 4.6152 2.1427 -1.2954 -0.8157 -0.2080 -0.6214
H -3.4712 -1.2202 -3.2907 0.3413 0.0095 0.0474
H -1.4933 -3.4539 1.7533 -0.0101 0.1421 0.1798
N 7.5078 -1.8916 -7.4372 0.4761 0.2343 -0.1444
C 4.0898 -0.6445 -5.4133 1.0338 1.4825 2.6310
Se 0.5277 -1.6037 0.5889 0.2446 -0.2417 -0.6421
H -2.8406 -2.2985 1.7878 0.1782 0.0538 0.1221
C -3.4218 -3.4798 -1.6449 -0.1833 -0.1178 0.0303
C 1.7988 0.2277 3.0042 0.8805 0.4935 0.0231
H 0.7111 5.4123 -4.9270 -0.0113 -0.3029 -0.0003
C -2.0847 2.4348 -3.4186 0.2763 -0.3803 0.0484
```
Positions in Å, forces in eV/Å.

<S²>: 0.763
Multiplicity: 2
Total charge: +2
LUMO level (alpha / beta): -6.60 / -8.05 eV
HOMO energy (alpha / beta): -12.040 / -12.040 eV
ΔE to the lowest compared entry with this formula, charge and spin: 42.4 kcal/mol

***

Entry 2:
Here is a cluster of 3 separate species, C30H46BrF3O14P2S in total at a distorted geometry from the Open Molecules 2025 dataset. Energies are from wB97M-V/def2-TZVPD.

```
97
Properties=species:S:1:pos:R:3:forces:R:3
H 2.0176 -3.4042 0.9257 0.0346 -0.0365 0.0166
O -2.7110 -6.9856 -3.1064 1.7458 1.4697 -2.7909
H 0.6063 6.3084 5.1767 -0.0168 -0.1098 -0.2693
H -0.1656 1.2070 -2.0809 0.0080 -0.0404 0.0622
C 0.9075 5.9085 4.2087 -0.0666 0.1876 0.0715
C 3.0344 -1.4500 -4.6080 0.3286 -0.0601 -0.1573
C 0.4605 0.3486 -2.3262 0.1331 -0.0099 -0.1438
H 3.3379 -2.9623 2.0300 0.0321 0.0050 -0.0285
H -4.1420 -3.6240 -6.3374 0.0333 0.0022 0.0197
H 3.3305 -0.4172 -4.4214 0.0918 -0.0649 0.1038
H 2.0590 4.5459 0.7372 -0.0808 0.0585 0.2308
C -4.1693 -4.0494 -5.3335 -0.0741 -0.1421 0.0960
O 2.4210 -2.0147 -3.4508 -0.3509 0.6138 0.3598
P -2.9719 -5.5360 -2.8528 -4.1575 -0.4391 6.3662
O -2.0144 6.0996 4.3300 -0.3289 -0.5904 -0.0163
H 1.0729 -0.0582 -0.2984 -0.0970 -0.0290 0.0551
H -4.3836 -7.9138 -1.2391 0.0878 -0.0147 -0.2233
C 5.8557 2.3516 3.2766 -0.4358 -0.7431 0.4834
C -0.0156 5.3294 3.3513 0.0411 -0.5778 -0.5134
H -0.7971 -3.1411 -1.4916 0.0047 -0.0392 0.0517
C -5.3768 -7.7421 -1.6521 -0.0956 0.0133 0.2227
F -2.9877 -0.1312 2.3894 -0.0799 0.5235 0.3579
C -5.3528 -6.7507 -2.8006 -0.0134 -0.3258 0.1525
H 4.6544 6.1110 3.1134 -0.0368 0.2159 -0.4851
O -0.4592 4.3203 -0.0107 -0.3397 -0.3390 0.3492
C 2.2394 5.9859 3.8081 0.2284 0.1175 0.3199
F -1.3105 1.0500 3.2215 -0.6962 0.0207 0.1043
H 1.4407 0.7249 -2.6424 -0.0270 0.0148 0.0411
H -0.4925 -6.1850 -1.6640 -0.0350 -0.0206 0.0470
C 4.1718 5.6716 2.2271 -0.1475 -0.8185 0.3940
O 1.3203 -1.7799 -1.4368 1.6850 3.0099 1.3569
H -0.7059 -5.2994 -0.1548 -0.1928 -0.0269 0.0098
O 4.1957 -0.9091 -2.2603 -1.3434 2.3625 2.3269
C -1.4977 5.2326 3.6650 1.1518 0.5376 -0.0864
C -0.9216 -5.2791 -1.2237 0.3300 0.0460 -0.0684
H 4.3133 6.3408 1.3675 -0.2204 -0.1073 0.2868
C 2.7003 5.5091 2.5827 0.0878 0.2056 -0.0703
C -3.3796 3.4125 3.8364 -0.3014 0.0110 0.8001
H 4.1979 3.5150 1.6357 0.0778 0.2548 0.2709
O -4.5733 -5.6008 -2.4791 0.2282 0.2838 -0.7093
H -4.0450 -5.1340 -5.4248 0.0342 0.0396 -0.0362
H 6.9043 0.9309 3.9077 -0.1024 0.0184 0.1036
H -6.3687 -6.4054 -3.0045 0.0647 0.1886 0.0533
O -1.9268 1.9104 -0.2025 1.4020 0.0695 0.6601
H 0.7586 -3.9843 -1.6175 -0.0215 -0.0869 -0.0277
H 5.4424 4.3651 4.0602 0.0987 -0.5829 0.0385
S -2.5111 2.1556 1.0830 -1.1868 0.2611 -2.7343
C -1.9774 0.6732 2.1208 1.0767 -0.5650 -0.2286
O 3.3493 -3.0211 -1.3529 -0.3497 0.6766 0.2681
C 3.9193 -3.0791 -0.0474 0.1294 0.0319 0.3032
C -2.2349 4.0373 3.0649 -0.4786 -0.0071 0.2952
H 2.5806 -1.7387 1.0060 0.0254 -0.0126 0.0717
H 4.3149 -4.0867 0.0819 -0.0477 -0.0111 -0.1751
F -1.0991 -0.0221 1.3878 -0.2608 0.1993 0.0464
C 0.4545 4.8404 2.1158 -1.4751 -0.5228 0.1375
O 6.9273 1.8967 3.9811 -0.0945 0.6837 -0.3731
H 4.7620 -2.3831 0.0145 0.0079 -0.0287 -0.0285
H -3.9213 2.6319 3.2911 0.3706 0.2893 -0.2323
C 4.8854 4.3104 1.9491 0.5679 0.4167 -0.2134
H -4.9919 -7.2164 -3.7183 0.1258 -0.0287 0.0870
C -3.0815 -3.4400 -4.4679 -0.1385 0.1545 -0.3312
H 0.0278 -0.1792 -3.1763 -0.0411 -0.0188 0.0412
C 2.9055 -2.7824 1.0449 -0.0885 0.1012 -0.0794
H -5.3112 3.9193 4.7860 0.4027 -0.1921 -0.2609
P 2.8897 -1.5594 -1.9400 0.4693 -6.2181 -4.3801
H 6.7995 4.2166 2.9408 -0.2474 -0.0693 0.3483
C 0.5837 -0.5742 -1.1294 -0.3649 0.3425 -0.1102
C -0.3020 -4.0428 -1.8497 -0.1965 -0.2709 -0.1004
C -1.7762 3.5948 1.8925 0.2832 -0.4726 -0.5588
O -3.1469 -3.8962 -3.1026 1.9170 -1.4592 -2.2447
H -2.0936 -3.6713 -4.8772 0.0044 0.1031 -0.0062
O -3.9376 2.2314 0.9574 -0.1121 0.1272 1.7964
C 5.7776 3.8610 3.1437 0.1424 0.1806 -0.8428
Br -6.6106 5.0375 2.6343 0.5961 0.1500 -0.1523
O -2.3431 -5.3101 -1.3607 0.1061 0.1761 -0.7707
H 5.5672 4.4904 1.1028 -0.2780 -0.2830 0.1607
H -5.0609 6.4463 3.9644 0.0237 -0.3115 -0.1758
C -4.8605 5.5182 3.4168 -0.3755 0.0960 0.6940
H -4.1310 5.7687 2.6412 -0.3728 -0.3431 -0.0704
H 2.2760 -1.4200 -5.3933 -0.1255 -0.0916 0.1328
H 3.8608 -3.2168 -5.5235 -0.0096 0.0352 -0.0262
H -5.7897 -8.6990 -1.9766 -0.0187 0.0223 0.0032
H 2.9690 6.4420 4.4813 -0.2624 -0.0981 -0.1269
H -3.9763 4.9216 5.2794 -0.0393 -0.1008 -0.3849
H -0.4068 -4.0622 -2.9390 0.0909 0.0287 0.0110
H -5.9932 -7.3600 -0.8358 -0.0263 -0.0096 -0.0364
C -0.5879 4.2379 1.1839 0.7401 0.4603 0.1844
C -4.4121 4.4189 4.4018 0.2353 0.7307 0.1691
H -0.4061 -0.8779 -0.7939 0.0997 -0.1974 -0.0152
C 1.7713 4.9158 1.7216 0.3450 0.2999 -0.0703
H -3.1848 -2.3553 -4.4473 0.0204 -0.0371 0.2061
H 4.8673 -2.5652 -4.2499 -0.0133 0.2229 0.0837
H -5.1523 -3.8726 -4.8976 0.0192 0.0596 -0.0049
O 5.0478 1.5646 2.8417 0.2344 0.5463 -0.0951
H 4.7993 -1.7445 -5.8181 -0.0268 -0.0106 -0.0093
H -2.9220 2.9097 4.7102 -0.0783 0.1254 -0.2988
C 4.2121 -2.2858 -5.0741 0.0069 -0.2261 -0.0889
```
Positions in Å, forces in eV/Å.

SMILES: O=C(O)CCCc1ccc2c(c1)C(=O)C(S(=O)(=O)C(F)(F)F)=C(CCCBr)C2=O.CCOP(=O)(OCC)OCC.CCOP(=O)(OCC)OCC
LUMO level: -1.84 eV
HOMO energy: -9.956 eV

***

Entry 3:
Here is a cluster of 7 separate species, C30H46F5O13P in total from the Open Molecules 2025 dataset. Energies are from wB97M-V/def2-TZVPD.

```
95
Properties=species:S:1:pos:R:3:forces:R:3
H 4.0136 -6.7955 -6.4193 -0.1255 0.0860 -0.1052
O -0.0076 8.3771 9.1851 -0.0098 0.2216 0.0033
H 1.2402 -3.6225 -2.7258 -0.0002 -0.0154 0.0002
O -1.4629 2.8622 0.9620 -0.0396 0.0183 0.0327
H -0.1992 1.9577 3.3096 -0.0158 -0.0030 0.0399
C -0.8385 5.7148 8.0498 -0.0866 -0.0150 -0.1141
C 4.3846 -7.7621 -8.3565 0.0635 -0.1473 0.1286
O -0.4434 2.7456 6.3610 -0.0674 0.0022 0.0068
H 4.2631 -8.8174 -8.6245 -0.1361 0.1220 -0.0958
C -0.4258 -4.4771 -1.6608 -0.0293 0.0672 0.0049
H 4.0711 -7.1732 -9.2230 0.0980 0.0068 0.0360
H -2.3596 2.5571 -2.2737 -0.0373 -0.0080 0.0074
H -5.2594 -1.5102 3.8493 -0.0201 0.0478 0.0458
H -5.8179 -1.6731 -0.2377 0.0278 0.0008 0.0011
H -3.3301 0.9835 -3.9162 -0.0025 0.0121 -0.0265
H 1.2128 -7.0735 -6.2710 -0.0226 0.0815 0.1280
H 6.2108 -4.6054 -6.9138 0.0533 -0.0764 -0.0156
F 4.0729 -4.4926 -8.0965 -0.1235 0.0136 0.0819
C 2.7775 -4.3222 -8.3658 0.0658 0.1733 -0.1119
C -2.3180 -0.6750 -3.0741 -0.0703 -0.0491 0.0298
C -1.9428 1.5542 -2.3156 -0.0043 -0.1663 -0.1198
H -0.6296 6.7256 7.7106 -0.0189 -0.1708 0.0222
C -0.2740 -5.9287 -3.4298 -0.0557 -0.0200 0.0098
C 1.1004 8.6305 8.8095 0.0585 -0.0202 0.1150
H -2.2667 4.0316 2.4548 0.0002 0.0048 0.0001
C -5.7028 -0.9968 3.0007 0.0480 -0.1240 -0.1031
H -2.1590 3.2380 8.6144 -0.0166 -0.0134 0.0079
H -7.2906 -2.2010 2.0403 -0.0168 0.0459 0.0066
F 2.5099 -3.0137 -8.3407 0.0370 -0.0509 0.0002
H 2.7956 8.9985 6.5480 0.0203 0.0027 -0.0082
H -1.4775 -4.2396 -1.4880 -0.0030 0.0189 -0.0208
F 2.5605 -4.7717 -9.6060 -0.1512 -0.0149 -0.0033
H 3.3280 -8.3976 -6.5741 0.1841 0.0783 0.0179
C -0.2358 -4.5324 -4.0107 0.0363 0.0575 0.1512
H 6.1678 -7.9746 -7.1522 -0.0350 -0.0075 -0.0591
H 0.1202 -4.3757 -0.7260 0.0179 -0.0372 -0.0055
H -0.2376 -2.6589 -2.8591 -0.0736 -0.0253 0.0041
O 2.1195 7.7579 8.9739 0.0213 -0.0357 0.0117
H 3.8874 8.7277 9.3862 0.0064 0.0181 -0.0082
O -2.3549 -0.6923 -1.7271 0.0043 0.0017 0.0481
C -1.7886 3.0535 2.3574 0.0877 0.0476 0.1185
H 0.4647 -4.4904 -4.8338 -0.0438 -0.0024 -0.1092
P 1.8040 -6.9268 -7.5395 -0.1093 -0.1650 -0.2807
O 6.2606 -6.1976 -8.2022 -0.0744 0.0913 0.0135
O -3.7577 0.4668 2.7246 -0.0394 -0.0699 0.0942
C 0.5049 3.5479 2.0333 -0.0659 -0.1340 0.0534
H 0.5825 4.6369 2.0683 0.0185 0.0119 0.0035
C -6.0124 -1.0855 0.6556 -0.0183 -0.0409 0.0002
C -0.4509 2.9948 3.0881 0.0518 -0.0023 -0.1860
H -1.2333 -4.2849 -4.3799 -0.0082 0.0212 -0.0045
C 1.9057 -5.0713 -7.3409 0.0089 0.0337 0.1857
H -3.5263 0.8298 -0.9845 0.0068 0.0292 0.0091
H 6.4324 -8.1072 -8.8904 -0.0187 0.1043 0.0340
H -2.8836 5.5877 8.8175 0.0253 -0.0194 0.0277
H 1.5069 3.1286 2.0643 0.0326 0.0641 -0.0182
H -1.9043 0.7204 -0.2883 -0.0180 -0.0874 0.0280
O -4.8322 -0.3107 0.9366 -0.0558 -0.0031 -0.0610
H -5.6513 -2.8298 1.8668 -0.0141 -0.0130 -0.0124
H -6.8332 -0.3929 0.4574 -0.0152 -0.0097 0.0121
H -6.4538 -0.2957 3.3700 -0.0070 0.0022 0.0191
O -2.2972 -1.6898 -3.7150 0.0173 0.0347 -0.0817
H 1.7264 10.6557 8.8803 -0.0059 0.0210 -0.0031
H 3.6944 10.2164 7.4546 -0.0043 0.0152 0.0461
H 7.7854 -5.4203 -7.0377 -0.0512 -0.0482 0.0116
H 3.9495 7.5350 8.0743 -0.0239 -0.0145 -0.0106
C 6.7014 -5.5769 -7.0121 -0.0014 -0.0182 0.0435
C 0.1530 -3.6704 -2.8156 0.0973 -0.0487 0.0179
O -0.1385 4.7949 7.1841 0.0376 0.0500 -0.0197
H 0.8903 10.2218 7.3832 -0.0327 0.0493 0.0424
F 2.3579 -4.6702 -6.1101 0.0387 -0.0240 -0.1364
C -2.4742 0.6524 -1.2081 0.0439 0.1502 0.0169
C 3.5119 -7.4660 -7.1223 0.1343 -0.1522 0.1544
H 6.4536 -6.1809 -6.1331 0.0334 0.0629 -0.0038
C -6.2484 -1.9187 1.9122 0.0763 0.0320 0.0234
C -4.6436 -0.1962 2.2686 -0.0107 0.0618 -0.0207
C 3.3576 8.3311 8.5177 0.0207 0.0424 -0.0116
C -2.3201 0.7591 -3.5654 0.0958 0.0307 0.1147
C 5.8773 -7.5524 -8.1241 0.1078 -0.2196 -0.0074
C -2.3072 5.3151 7.9367 0.0343 -0.0512 -0.0251
O -0.2613 -6.9818 -4.0031 0.0684 0.0259 -0.0505
C -0.8628 3.6730 6.9925 0.0393 -0.0544 0.0589
O 0.2930 3.1494 -0.3774 0.0647 -0.0202 0.0467
H -1.6324 0.8677 -4.3999 -0.0505 -0.0135 -0.0485
F 0.6336 -4.5987 -7.4623 0.0566 0.0635 -0.0333
H -0.4518 3.5378 4.0274 0.0052 0.0259 -0.0004
O -0.3342 -5.8543 -2.0789 -0.0230 -0.0029 0.0304
C 1.6119 9.8805 8.1201 0.0699 -0.1055 -0.0933
C -0.1696 3.1770 0.7284 -0.0501 0.0452 -0.0794
H -0.8608 1.6428 -2.2314 0.0010 0.0365 0.0179
H -2.7570 5.8039 7.0713 -0.0109 0.0189 0.0071
H -0.4486 5.5972 9.0612 0.0024 0.0355 -0.0054
H -2.9912 3.3996 7.0617 0.0020 -0.0659 0.0312
H -2.4800 2.2719 2.6488 -0.0338 0.0044 -0.0582
C 2.9499 9.4283 7.5383 -0.0794 -0.0332 0.0110
C -2.2045 3.8128 7.6873 0.0064 0.1268 -0.0563
```
Positions in Å, forces in eV/Å.

SMILES: COCCCPC(F)(F)C(F)(F)F.O=C1CCCO1.O=C1CCCO1.O=C1CCCO1.O=C1CCCO1.O=C1CCCO1.O=C1CCCO1
LUMO level: 0.45 eV
HOMO energy: -9.488 eV